{
  "formula": "C46H61MnN9O2P",
  "method": "ωB97M-V/def2-TZVPD",
  "elements": ["Mn", "N", "C", "C", "C", "C", "C", "N", "C", "C", "C", "C", "C", "N", "H", "H", "H", "H", "H", "H", "H", "H", "H", "C", "C", "C", "C", "C", "C", "C", "N", "C", "N", "C", "C", "C", "C", "C", "C", "C", "N", "C", "C", "C", "C", "C", "C", "C", "H", "H", "H", "H", "H", "H", "H", "H", "H", "H", "H", "H", "H", "H", "H", "H", "H", "H", "H", "H", "H", "H", "C", "C", "O", "H", "H", "H", "H", "H", "H", "O", "P", "N", "C", "C", "C", "C", "N", "C", "C", "C", "C", "N", "C", "C", "C", "C", "H", "H", "H", "H", "H", "H", "H", "H", "H", "H", "H", "H", "H", "H", "H", "H", "H", "H", "H", "H", "H", "H", "H", "H"],
  "xyz": [[0.264, 0.112, 0.878], [-1.787, -2.057, 2.535], [-1.222, -1.109, 3.406], [-1.492, -1.261, 4.769], [-0.887, -0.429, 5.682], [-0.031, 0.556, 5.208], [0.166, 0.652, 3.850], [-0.400, -0.160, 2.942], [-2.421, -1.697, 1.299], [-3.628, -2.584, 0.915], [-3.827, -3.026, -0.560], [-2.794, -2.589, -1.629], [-1.600, -1.709, -1.200], [-1.473, -1.293, 0.237], [-2.339, -2.720, 3.059], [-2.181, -2.032, 5.091], [-1.086, -0.538, 6.741], [0.475, 1.243, 5.871], [0.811, 1.414, 3.436], [-3.917, -3.311, 1.674], [-4.249, -4.018, -0.691], [-2.571, -3.317, -2.404], [-0.635, -1.924, -1.653], [-5.236, 3.919, 0.245], [-4.284, 4.543, -0.739], [-4.563, 5.768, -1.340], [-3.677, 6.358, -2.229], [-2.492, 5.711, -2.552], [-2.207, 4.479, -1.986], [-3.088, 3.908, -1.072], [-2.791, 2.643, -0.495], [-1.591, 2.267, 0.057], [-0.720, 3.237, 0.363], [0.601, 3.123, 0.909], [1.163, 1.878, 1.226], [2.480, 1.960, 1.714], [3.168, 3.149, 1.900], [2.556, 4.349, 1.563], [1.266, 4.353, 1.054], [0.612, 5.658, 0.669], [-1.329, 1.015, 0.299], [-2.232, -0.038, -0.024], [-2.413, -0.420, -1.519], [-3.627, -1.303, -1.917], [-4.658, -1.736, -0.836], [-4.470, -1.301, 0.642], [-3.284, -0.396, 1.070], [-3.598, 0.597, 2.163], [-6.066, 4.590, 0.456], [-4.733, 3.689, 1.187], [-5.662, 2.985, -0.138], [-5.490, 6.272, -1.092], [-3.913, 7.316, -2.672], [-1.800, 6.154, -3.257], [-1.302, 3.946, -2.255], [-3.538, 1.971, -0.436], [-1.058, 4.173, 0.214], [2.983, 1.031, 1.976], [4.177, 3.148, 2.299], [3.080, 5.290, 1.692], [1.294, 6.488, 0.842], [-0.292, 5.858, 1.255], [0.330, 5.683, -0.389], [-2.081, 0.325, -2.238], [-4.042, -1.105, -2.903], [-5.690, -1.786, -1.174], [-5.390, -1.108, 1.191], [-3.989, 0.075, 3.040], [-4.377, 1.294, 1.837], [-2.723, 1.170, 2.467], [2.277, -3.920, 2.658], [2.022, -2.436, 2.520], [1.107, -2.147, 1.459], [3.044, -4.112, 3.411], [2.611, -4.339, 1.708], [1.368, -4.444, 2.966], [2.940, -1.905, 2.266], [1.653, -2.018, 3.463], [0.264, -2.584, 1.641], [1.596, -0.226, -0.595], [2.557, -0.160, -1.726], [2.577, -1.648, -2.433], [2.174, -2.863, -1.699], [2.445, -3.976, -2.705], [3.695, -3.477, -3.433], [3.425, -1.980, -3.592], [2.112, 1.030, -2.755], [0.896, 1.844, -2.552], [0.772, 2.624, -3.862], [2.222, 2.756, -4.333], [2.798, 1.383, -4.005], [4.137, 0.159, -1.417], [4.643, 1.510, -1.113], [6.141, 1.305, -0.806], [6.367, -0.220, -0.823], [4.967, -0.812, -0.698], [1.135, -2.808, -1.377], [2.775, -3.002, -0.791], [1.611, -4.058, -3.405], [2.582, -4.943, -2.224], [3.871, -3.970, -4.387], [4.577, -3.637, -2.807], [2.891, -1.781, -4.525], [4.342, -1.387, -3.596], [1.033, 2.513, -1.699], [0.025, 1.217, -2.347], [0.277, 3.585, -3.723], [0.198, 2.049, -4.593], [2.738, 3.524, -3.750], [2.315, 3.007, -5.388], [3.880, 1.389, -3.873], [2.562, 0.669, -4.801], [4.122, 1.941, -0.258], [4.476, 2.173, -1.961], [6.389, 1.733, 0.164], [6.768, 1.801, -1.544], [7.028, -0.558, -0.027], [6.807, -0.529, -1.772], [4.664, -0.889, 0.355], [4.881, -1.802, -1.148]],
  "mulliken_spin": [1.025, 0.004, 0.001, -0.003, 0.004, -0.003, 0.021, -0.009, 0.005, 0.001, 0.000, 0.000, 0.002, -0.012, -0.001, 0.000, 0.000, 0.000, -0.002, 0.000, 0.000, 0.000, 0.002, 0.000, 0.000, 0.000, 0.000, 0.000, 0.000, -0.001, 0.001, 0.016, 0.018, 0.005, -0.059, -0.015, 0.003, 0.003, -0.005, 0.000, 0.067, -0.087, -0.024, 0.000, 0.000, -0.001, 0.013, 0.000, 0.000, 0.000, 0.000, 0.000, 0.000, 0.000, 0.000, 0.000, -0.002, -0.008, 0.000, 0.000, 0.000, 0.000, 0.000, 0.003, 0.000, 0.000, 0.000, 0.000, 0.000, 0.000, 0.000, -0.001, 0.013, 0.000, 0.000, 0.000, -0.001, 0.001, -0.003, 0.022, -0.001, 0.000, -0.002, 0.000, 0.000, 0.000, 0.002, 0.014, 0.000, 0.000, 0.000, 0.001, -0.002, 0.000, 0.000, -0.001, 0.001, 0.001, 0.000, 0.000, 0.000, 0.000, 0.000, 0.000, -0.004, -0.002, 0.000, 0.000, 0.000, 0.000, 0.000, 0.000, 0.002, 0.000, 0.000, 0.000, 0.000, 0.000, -0.001, 0.000],
  "homo_energy_ev": [-9.352, -8.920],
  "max_force_ev_per_a": 1.2,
  "e_tot_ev": -106801.765,
  "homo_lumo_gap_ha": [0.288, 0.272],
  "de_lowest_ev": 0.000,
  "charge": 1,
  "spin_multiplicity": 2
}